15
Properties=species:S:1:pos:R:3:forces:R:3 method="wB97M-V/def2-TZVPD" s2=2.008 homo_lumo_gap_ev="6.19 / 9.25" mol_weight_g_mol=85.13 relative_energy_kj_mol=154.7 multiplicity=3 charge=+1
C -1.3610 -0.3294 -0.2750 -0.023 3.403 1.992
C 0.1204 0.2582 -0.2953 -0.754 -0.466 -1.855
C 0.6540 1.0389 0.8061 -1.617 -2.328 2.882
C 0.4521 -1.2194 -0.6459 2.123 -0.999 2.740
N 1.5493 1.9787 0.6576 3.353 3.140 -1.511
N -0.9642 -1.6763 -0.6384 -1.234 -2.569 -2.972
H -1.6677 -0.5220 0.7194 -0.422 0.945 1.310
H -2.0903 0.3680 -0.7255 -0.039 -1.397 -0.649
H 0.3146 0.9059 -1.1994 -0.536 -0.723 0.402
H 0.5423 0.8579 1.8877 -0.672 -0.784 -0.768
H 1.1527 -1.7985 0.0772 -1.111 0.643 -1.777
H 2.2262 2.2358 1.4448 -1.473 -0.382 -2.086
H 1.6931 2.2923 -0.3346 0.523 -0.005 1.858
H -1.2108 -2.4061 0.1196 0.489 1.240 -1.732
H -1.4107 -1.9840 -1.5983 1.392 0.281 2.166

***

85
Properties=species:S:1:pos:R:3:forces:R:3 method="wB97M-V/def2-TZVPD" s2=3.773 homo_lumo_gap_ev="4.89 / 5.74" mol_weight_g_mol=828.56 relative_energy_kj_mol=16.4 multiplicity=4 charge=-2
Ti 0.0947 0.0521 -0.0778 -0.195 0.785 1.102
C -5.1445 -1.5573 1.1038 0.149 0.132 0.129
C -4.1500 -0.4510 1.4638 0.024 -0.068 -0.096
C -4.2607 0.7470 0.5611 0.281 -0.108 0.131
C -5.3362 1.6032 0.7355 -0.018 -0.011 -0.047
C -5.5215 2.6950 -0.0898 -0.023 0.029 -0.050
C -4.6459 2.8945 -1.1364 -0.180 -0.122 0.112
C -3.5707 2.0432 -1.3568 0.278 -0.090 -0.038
C -2.7925 2.2190 -2.6275 0.016 -0.177 -0.059
C -3.5963 1.7095 -3.8248 0.155 0.121 0.054
C -3.3136 0.9998 -0.4504 -0.981 0.636 -0.010
N -2.1834 0.1563 -0.5666 -0.236 -2.223 -1.146
C -2.4621 -1.0118 -1.1317 -0.049 1.780 0.688
C -1.5110 -2.0325 -1.2129 0.165 -1.332 -0.302
C -1.6058 -3.3265 -1.7844 -0.332 0.988 0.292
C -0.3584 -3.9035 -1.6246 0.319 -0.035 0.112
C 0.4455 -2.9598 -0.9790 -0.197 0.182 -0.133
N -0.2528 -1.8339 -0.7063 -0.082 -1.850 -0.588
H -5.0385 -2.3777 1.8125 -0.054 -0.120 0.012
H -4.9533 -1.9374 0.1022 -0.038 -0.072 -0.103
H -6.1680 -1.1836 1.1428 -0.092 -0.015 -0.038
H -3.1402 -0.8598 1.4091 -0.171 0.091 0.178
H -4.3408 -0.1435 2.4954 0.104 -0.021 -0.088
H -6.0375 1.4011 1.5344 -0.056 -0.021 0.124
H -6.3480 3.3711 0.0753 -0.060 0.099 0.020
H -4.7943 3.7276 -1.8088 0.034 0.078 -0.097
H -1.8617 1.6537 -2.5924 -0.184 0.286 -0.009
H -2.5724 3.2791 -2.7668 0.142 0.001 0.040
H -3.8115 0.6506 -3.7084 -0.085 -0.196 -0.007
H -3.0028 1.8292 -4.7289 -0.009 -0.008 -0.162
H -4.5399 2.2462 -3.9379 -0.068 0.000 -0.027
H -3.4574 -1.1995 -1.5479 0.124 0.092 0.117
H -2.4805 -3.7411 -2.2544 -0.109 -0.056 -0.062
H -0.0528 -4.8931 -1.9185 0.053 -0.067 -0.067
H 1.4816 -3.0784 -0.7055 0.005 0.164 0.118
C -1.6032 1.3856 5.4288 -0.100 -0.026 -0.223
C -2.0308 0.9348 4.0348 0.123 0.074 -0.042
C -2.0845 -0.5625 3.8810 0.247 0.158 -0.374
C -3.0476 -1.2537 4.5987 -0.084 -0.232 0.202
C -3.1994 -2.6231 4.4842 -0.018 0.077 0.020
C -2.3287 -3.3163 3.6630 -0.158 -0.057 0.101
C -1.3573 -2.6630 2.9242 0.186 0.247 -0.278
C -0.3611 -3.4739 2.1572 0.138 0.047 -0.006
C 1.0218 -3.4400 2.8170 -0.086 0.026 -0.040
C -1.2588 -1.2545 2.9637 -0.775 -0.584 0.864
N -0.3431 -0.5694 2.1635 0.636 0.756 -0.793
C 0.6100 0.0561 2.8696 0.205 -0.255 0.838
C 1.5075 0.9358 2.2635 -0.831 -0.165 -0.775
C 2.7275 1.4884 2.7740 1.080 0.710 -0.074
C 3.2698 2.2159 1.7392 0.009 -0.198 0.786
C 2.3901 2.0966 0.6523 0.381 0.567 -0.435
N 1.3059 1.3439 0.9766 -0.452 -0.364 1.380
H -1.5579 2.4710 5.4510 0.026 0.147 0.107
H -0.6157 0.9956 5.6583 0.164 -0.042 0.099
H -2.2981 1.0382 6.1915 -0.051 -0.025 0.137
H -1.3256 1.3531 3.3182 -0.239 0.023 0.054
H -3.0175 1.3549 3.8075 0.053 0.004 -0.056
H -3.7056 -0.7018 5.2581 -0.059 0.120 0.028
H -3.9791 -3.1420 5.0283 0.003 -0.010 0.049
H -2.3938 -4.3958 3.6000 0.026 -0.060 -0.051
H -0.2636 -3.0727 1.1510 -0.108 -0.224 0.122
H -0.7183 -4.5059 2.0946 -0.046 0.047 -0.084
H 1.5288 -2.5080 2.5724 0.052 -0.083 0.092
H 1.6328 -4.2596 2.4410 0.140 -0.032 -0.037
H 0.9439 -3.5346 3.9009 -0.022 -0.084 0.106
H 0.7358 -0.1607 3.9297 -0.028 0.002 -0.065
H 3.1275 1.3081 3.7547 0.056 0.029 0.107
H 4.1797 2.7898 1.7543 0.099 -0.007 -0.056
H 2.5122 2.5200 -0.3321 -0.104 -0.047 -0.015
N 3.0359 0.0782 -2.1325 0.125 0.242 -0.330
C 3.1473 -0.5088 -0.8978 -0.007 -0.618 0.828
N 4.2973 -0.9415 -0.3792 -0.164 0.497 -0.789
N 3.9567 -1.4345 0.8037 0.113 -0.339 0.545
N 2.6855 -1.3226 0.9928 -0.012 -0.380 0.653
N 2.1196 -0.7505 -0.0658 0.921 0.014 -1.100
C 1.7964 0.1735 -2.7204 -0.842 0.098 -0.287
N 1.5696 0.1904 -4.0306 1.049 -0.055 0.507
N 0.2473 0.2752 -4.1378 -0.594 0.110 -0.230
N -0.2981 0.3061 -2.9757 -0.607 -0.113 -0.539
N 0.6416 0.2583 -2.0335 1.338 -0.005 -1.374
H 3.8205 -0.0385 -2.7571 -0.180 -0.039 0.118
Cl -0.2036 2.8338 -0.9134 0.071 0.632 -0.401
Ge -1.3074 2.8588 1.0655 -0.299 0.600 0.714
Cl -2.4704 4.8273 0.6501 -0.008 -0.038 -0.017
Cl 0.1406 3.9499 2.5534 0.005 -0.019 -0.090

***

20
Properties=species:S:1:pos:R:3:forces:R:3 method="wB97M-V/def2-TZVPD" smiles=Cc1cc(O)c(C)c(O)c1 homo_lumo_gap_ev=8.83 mol_weight_g_mol=138.17 relative_energy_kj_mol=49.2 charge=0
C -0.1778 3.1294 -0.1064 0.208 0.219 0.612
C -0.1414 1.6238 -0.1730 -0.025 0.615 0.897
C -1.0302 0.9247 0.6250 -0.085 -0.878 0.255
C -0.9343 -0.4592 0.7540 0.198 -0.413 -0.429
C 0.0728 -1.2114 0.0688 -0.157 1.375 -0.012
C 0.1886 -2.7043 0.0739 -0.467 -0.696 0.122
C 0.9601 -0.4325 -0.7083 0.321 -0.198 -0.182
C 0.8595 0.9512 -0.8276 -0.022 -0.364 -0.046
H 0.4106 3.4980 0.7708 -0.436 -0.398 -0.531
H 0.2754 3.6079 -0.9736 -0.249 -0.034 -0.145
H -1.2148 3.4505 0.0514 0.301 0.186 -0.242
H -1.7938 1.4064 1.2237 0.005 0.141 -0.165
H -1.8361 -2.0074 1.5434 0.001 1.184 0.025
H 0.4926 -3.0801 -0.9193 0.105 0.126 0.437
H 0.8356 -3.1389 0.8637 -0.120 0.372 -0.472
H -0.7968 -3.1749 0.2172 0.160 0.130 0.024
H 2.1396 -1.8960 -1.2182 -0.037 -0.431 0.169
H 1.5814 1.5095 -1.3993 0.213 -0.137 -0.191
O -1.9076 -1.0225 1.5628 0.721 -1.235 -0.450
O 2.0166 -0.9743 -1.4292 -0.633 0.436 0.322

***

7
Properties=species:S:1:pos:R:3:forces:R:3 method="wB97M-V/def2-TZVPD" smiles=SSCI homo_lumo_gap_ev=9.15 mol_weight_g_mol=206.07 relative_energy_kj_mol=81.4 charge=0
C -0.1704 -0.7312 0.6014 -1.552 -1.771 0.087
S 0.6495 1.6280 -1.2474 -0.333 -1.175 0.189
S 1.1182 -0.3281 -0.5360 0.374 0.789 -1.035
I -0.0353 0.4603 2.4527 -0.139 -0.663 -0.445
H -1.1457 -0.3524 0.0937 1.447 -1.297 1.268
H -0.0987 -2.0213 0.8225 -0.409 4.218 -0.617
H -0.3176 1.3448 -2.1870 0.613 -0.101 0.551

***

15
Properties=species:S:1:pos:R:3:forces:R:3 method="wB97M-V/def2-TZVPD" smiles=CC1[C@@H]2OCO[C@@H]12 homo_lumo_gap_ev=10.58 mol_weight_g_mol=100.12 relative_energy_kj_mol=897.3 charge=0
C 0.6533 -0.4568 1.9346 -1.907 2.611 0.723
C -0.6198 -0.4516 0.9871 0.178 -2.888 2.680
C -0.5706 0.7608 -0.0801 0.667 4.751 1.139
C 0.2913 0.5996 -2.0089 1.592 1.171 -2.303
C -0.5076 -0.5314 -0.4611 0.339 -3.988 -0.460
H 0.0383 -0.2552 3.0493 2.506 0.531 -2.912
H 1.5286 0.3809 1.3770 -2.470 -2.868 2.655
H 0.9773 -1.4795 2.1870 0.372 0.389 -0.994
H -1.3405 -1.2232 1.4858 0.420 2.098 -0.995
H 0.4457 1.1038 0.2555 -1.276 0.311 -0.560
H 1.1580 1.2114 -2.5763 -1.796 -1.480 1.977
H -0.4197 0.2339 -2.6539 -0.307 -1.512 -2.814
H -1.5626 -0.7650 -0.8610 1.992 -0.453 -0.321
O -0.7927 1.4753 -1.4243 1.524 -0.344 3.383
O 0.7211 -0.6028 -1.2108 -1.835 1.671 -1.196

***

49
Properties=species:S:1:pos:R:3:forces:R:3 method="wB97M-V/def2-TZVPD" s2=0.754 homo_lumo_gap_ev="7.30 / 9.09" mol_weight_g_mol=456.32 relative_energy_kj_mol=0.0 multiplicity=2 charge=0
O -1.5929 -2.6020 -2.2907 0.267 0.752 -0.310
C -1.5610 -1.4017 -2.4630 0.008 -0.891 0.198
C -2.4996 -0.3885 -1.9503 -0.425 0.944 0.124
C -2.0834 0.8625 -2.4006 -0.817 -0.295 0.567
C -2.8002 2.0003 -2.0783 0.541 -0.052 -0.360
C -3.9375 1.8667 -1.3054 -0.106 0.006 0.071
C -4.3497 0.6210 -0.8551 -0.063 0.103 0.031
C -3.6334 -0.5176 -1.1695 0.396 -0.497 -0.205
N -0.6108 -0.6914 -3.2002 -0.151 0.167 -0.084
C 0.5101 -1.3201 -3.8698 0.108 -0.333 -0.486
C 1.7189 -1.3691 -3.0195 0.315 -0.057 0.018
C 2.6124 -0.1950 -2.9035 -0.013 -0.096 0.384
C 3.7266 -0.3843 -1.8761 0.065 0.071 -0.048
C 4.6894 0.8005 -1.8368 -0.116 0.080 -0.111
C 5.8102 0.6028 -0.8290 0.104 0.036 0.083
C -0.8604 0.6845 -3.2052 0.434 0.431 -0.271
O -0.1991 1.5426 -3.7514 -0.218 -0.715 0.171
H -2.4670 2.9575 -2.4384 0.032 0.250 -0.047
H -4.5132 2.7414 -1.0545 -0.103 0.151 0.060
H -5.2427 0.5381 -0.2590 -0.147 -0.003 0.122
H -3.9342 -1.4926 -0.8279 -0.100 -0.184 0.118
H 0.1892 -2.3209 -4.1788 0.009 0.174 0.157
H 0.7089 -0.7410 -4.7770 -0.059 0.066 0.035
H 2.0250 -2.3029 -2.5808 -0.024 -0.251 0.118
H 3.0522 0.0234 -3.8841 0.045 0.081 -0.127
H 2.0124 0.6887 -2.6549 0.088 0.110 -0.041
H 3.2963 -0.5506 -0.8807 -0.030 0.121 -0.048
H 4.2838 -1.3029 -2.0989 -0.004 0.073 -0.095
H 5.1036 0.9637 -2.8406 0.011 -0.111 0.101
H 4.1285 1.7172 -1.6131 0.041 -0.124 0.084
H 6.5031 1.4467 -0.8053 -0.068 -0.018 -0.035
H 5.4120 0.4748 0.1788 -0.039 0.024 0.023
H 6.3904 -0.2926 -1.0587 0.012 -0.021 -0.047
O -2.1836 -2.0165 2.1236 0.702 0.700 0.255
C -1.5304 -1.1907 2.7244 -1.453 -1.313 -0.336
C -1.7676 -0.6736 4.0870 0.319 0.643 0.734
C -0.7928 0.2837 4.3614 -0.817 -0.468 0.428
C -0.7768 0.9425 5.5768 0.475 0.139 -0.492
C -1.7445 0.6274 6.5113 -0.061 0.006 0.096
C -2.7112 -0.3289 6.2396 -0.027 0.034 0.105
C -2.7328 -0.9880 5.0257 0.024 -0.302 -0.621
N -0.4068 -0.5246 2.2718 0.193 -0.137 -0.632
Br 0.3014 -0.8021 0.6227 0.173 -0.036 -0.325
C 0.0936 0.3862 3.1837 1.424 1.395 0.368
O 1.0561 1.1093 3.0370 -0.793 -0.716 -0.096
H -0.0179 1.6811 5.7694 0.127 0.155 0.107
H -1.7467 1.1315 7.4636 -0.001 0.070 0.140
H -3.4548 -0.5620 6.9838 -0.104 -0.028 0.110
H -3.4733 -1.7349 4.7964 -0.176 -0.133 0.010